# 1
Entry from OMol25: 3 unconnected molecules or ions with the total composition C5H14NS in a non-equilibrium geometry (ωB97M-V/def2-TZVPD).

```
21
Properties=species:S:1:pos:R:3
C 0.02481 -1.05011 -0.16759
C -0.20489 -0.51477 -1.63976
C 0.20065 0.66122 -2.26034
C -1.96893 2.18285 1.35959
S -1.91972 1.62018 -0.28066
C -3.87991 1.32361 0.66275
N 6.07805 -2.36508 0.71829
H 1.11156 -1.01053 0.26515
H 0.09358 -2.17524 -0.18717
H -0.74504 -0.66679 0.67761
H -0.91255 -1.13299 -2.20797
H 0.60736 1.43362 -1.68515
H 0.10406 1.04404 -3.29133
H -1.90288 1.35243 2.16865
H -2.30684 3.15132 1.80334
H -3.77767 0.25838 1.14144
H -4.42456 1.48111 -0.34890
H -4.55771 1.90466 1.29199
H 5.77269 -3.07034 1.44975
H 5.85315 -2.77659 -0.22080
H 6.75478 -1.65099 0.75111
```

Calculated values
E_LUMO (eV): -6.3683
Energy relative to the best compared isomer or geometry (same formula, charge and spin) (kcal per mole): 175.4
Electronic energy (eV): -17723.6725
Maximum force (eV Å⁻¹): 4.48
Charge: +1
M (u): 120.2


# 2
Entry from OMol25: 2 unconnected molecules or ions with the total composition C4H12NOS in a non-equilibrium geometry (ωB97M-V/def2-TZVPD).

```
19
Properties=species:S:1:pos:R:3
C -2.71620 0.05445 0.75620
N -1.50795 0.59929 0.20909
C -0.52883 -0.48838 -0.29311
C 0.59475 0.02525 -1.31016
S 2.08427 -1.01810 -1.45497
C -4.06650 0.86860 0.69146
H -2.44958 -0.35703 1.72444
H -2.79357 -0.97883 0.16668
H -1.52968 1.39294 -0.48993
H -0.10677 -1.04896 0.59461
H -1.04722 -1.39647 -0.73387
H -0.00402 0.09867 -2.23307
H 0.65149 1.03461 -0.97579
H -4.65200 0.23716 1.36034
H -4.65107 0.67822 -0.19453
H -4.01847 1.93531 1.02420
H 4.45128 0.22430 2.61389
H 3.69403 1.14723 1.42805
O 3.74545 0.79599 2.30807
```

Calculated values
E_LUMO (eV): 3.4397
Energy relative to the best compared isomer or geometry (same formula, charge and spin) (kcal per mole): 53.2
Electronic energy (eV): -18714.4461
Maximum force (eV Å⁻¹): 3.12
Charge: -1
M (u): 122.2


# 3
Entry from OMol25: a gas-phase ion, C8H17N2 (charge +1) in a non-equilibrium geometry (ωB97M-V/def2-TZVPD).

```
27
Properties=species:S:1:pos:R:3
C 2.53458 0.42468 -0.23252
C 2.22407 -1.02069 0.00424
C 1.71613 1.48170 -0.22164
C -0.21051 -0.71803 -0.39786
C -0.72300 0.66597 0.05624
C -1.26190 -1.80996 -0.50816
C -1.30861 0.63988 1.47892
C -1.80454 1.14495 -0.92103
N 0.37716 1.62289 0.02966
N 0.85728 -1.17930 0.55002
H 3.57681 0.60656 -0.43995
H 0.26357 -0.58013 -1.37528
H 2.29618 -1.60491 -0.92053
H 2.94262 -1.44014 0.71499
H 2.18651 2.43878 -0.39568
H -2.05962 -1.51465 -1.18267
H -1.70354 -2.04607 0.45791
H -0.81487 -2.71421 -0.91797
H -0.55233 0.46056 2.24302
H -2.09400 -0.10316 1.57355
H -1.74766 1.60914 1.69794
H -2.00131 2.20269 -0.76789
H -2.73665 0.61210 -0.76111
H -1.48785 1.00677 -1.95253
H 0.05414 2.57425 -0.02137
H 0.68289 -2.15451 0.80931
H 0.79445 -0.60517 1.40038
```

Calculated values
E_LUMO (spin up / spin down) (eV): -2.8603 / -5.0068
Energy relative to the best compared isomer or geometry (same formula, charge and spin) (kcal per mole): 0.0
Electronic energy (eV): -11541.1740
Maximum force (eV Å⁻¹): 8.22
2S+1: 3
Charge: +1
Expectation value of S²: 2.007
M (u): 141.2


# 4
Entry from OMol25: 20 unconnected molecules or ions with the total composition C44H139N11O20 in a non-equilibrium geometry (ωB97M-V/def2-TZVPD).

```
214
Properties=species:S:1:pos:R:3
C -0.14919 -0.01481 9.07550
C 0.88446 -0.69407 8.23339
C 0.38513 -1.22044 6.88077
O -0.75450 -2.14633 7.01323
C -1.19877 -2.62935 5.76011
N 2.04238 0.21493 8.16545
H -0.95409 -0.73258 9.23374
H -0.52717 0.92005 8.66165
H 0.23610 0.26179 10.05690
H 1.17350 -1.60285 8.76128
H 1.32202 -1.47078 6.38311
H -0.01335 -0.36678 6.33253
H -0.47874 -3.26874 5.24939
H -1.49587 -1.85032 5.05801
H -2.02295 -3.31930 5.94122
H 2.68863 -0.30441 7.58860
H 2.57001 0.45544 8.99241
C -2.28933 5.42828 -7.66393
C -1.32817 4.21684 -8.00477
C -1.33959 3.35738 -6.70932
O -0.70144 4.11820 -5.62145
C -0.81691 3.51662 -4.31804
N -1.84945 3.56355 -9.15818
H -2.33926 6.03676 -8.56690
H -1.92125 6.05845 -6.85430
H -3.33421 5.14127 -7.54578
H -0.28555 4.50904 -8.13000
H -0.84578 2.38567 -6.71457
H -2.37124 3.18312 -6.40363
H -0.02982 3.87747 -3.65595
H -0.85172 2.43069 -4.40544
H -1.81270 3.86018 -4.03792
H -2.22698 4.24446 -9.80155
H -0.99706 3.21171 -9.57017
C -3.06529 0.25364 -4.79722
C -3.59437 0.12657 -3.35192
C -3.48376 -1.31719 -2.72599
O -4.16965 -2.23814 -3.63496
C -4.29573 -3.58416 -3.11483
N -2.80018 1.02488 -2.44281
H -1.99250 0.06816 -4.85033
H -3.29411 1.26396 -5.13634
H -3.53315 -0.45281 -5.48288
H -4.66308 0.34049 -3.33744
H -3.87634 -1.25977 -1.71076
H -2.43260 -1.59713 -2.65676
H -4.83645 -3.65880 -2.17135
H -3.31463 -3.97550 -2.84576
H -4.73086 -4.27548 -3.83653
H -2.74238 1.97054 -2.79279
H -3.36284 1.10374 -1.60776
C -0.62584 7.02471 1.99949
C 0.31269 6.34519 2.90821
C 0.51259 4.87208 2.60932
O -0.50521 4.04024 3.20892
C -0.48735 2.66020 2.79424
N 1.59874 7.01705 2.74890
H -0.79955 8.08143 2.20266
H -1.62041 6.58135 1.95089
H -0.38572 6.97698 0.93734
H 0.10191 6.26808 3.97485
H 1.42232 4.41802 3.00215
H 0.47194 4.69330 1.53486
H -0.99316 2.58172 1.83190
H -1.00968 2.05823 3.53782
H 0.55733 2.38543 2.64846
H 2.16383 6.56562 2.04393
H 2.22922 6.85957 3.52208
C -1.89361 4.24754 -0.30505
C -3.32472 3.96486 -0.53951
C -4.27736 5.05307 0.06534
O -4.12372 4.99688 1.46424
C -5.12306 5.66608 2.13401
N -3.58964 3.88656 -1.96594
H -1.72273 4.38556 0.76259
H -1.70684 5.21109 -0.77915
H -1.23374 3.49068 -0.72914
H -3.66911 3.03500 -0.08690
H -5.26158 4.76009 -0.30014
H -4.11285 6.06248 -0.31168
H -5.91625 4.91847 2.12810
H -5.56132 6.49108 1.57240
H -4.86213 5.98003 3.14467
H -4.59215 3.90109 -2.08792
H -3.23802 4.79091 -2.24629
C 2.34876 -0.27709 -6.78412
C 1.46049 0.06918 -5.63379
C 0.84042 -1.04923 -4.82874
O 0.02886 -1.92499 -5.61781
C -0.54104 -3.01354 -4.89165
N 2.23968 0.93427 -4.74143
H 1.89817 -1.08903 -7.35492
H 3.26947 -0.78759 -6.50166
H 2.58599 0.60111 -7.38461
H 0.71071 0.74660 -6.04248
H 0.11852 -0.59991 -4.14678
H 1.60025 -1.59284 -4.26728
H -1.04556 -2.71243 -3.97356
H 0.25270 -3.74470 -4.73840
H -1.35659 -3.45076 -5.46769
H 3.15495 0.53368 -4.59339
H 2.33229 1.67943 -5.41690
C 2.24299 -0.50202 -1.05632
C 0.79046 -0.07266 -1.28879
C 0.00267 0.12371 0.02633
O -0.04135 -1.10502 0.73969
C -1.13061 -1.39884 1.64296
N 0.65559 1.10940 -2.11173
H 2.28341 -1.57174 -0.85097
H 2.79198 0.17325 -0.40003
H 2.70808 -0.43965 -2.04014
H 0.41398 -0.86394 -1.93705
H -1.00737 0.44942 -0.22233
H 0.44814 0.95503 0.57272
H -2.17435 -1.44798 1.33264
H -1.12720 -0.63167 2.41726
H -0.94388 -2.32371 2.18871
H 1.19033 1.02866 -2.96475
H -0.30607 1.20631 -2.40484
C 0.36179 -4.82775 2.11217
C 1.18712 -6.17372 1.90272
C 0.68304 -7.34279 2.71479
O 1.26533 -7.40346 4.03506
C 0.97338 -8.59425 4.66206
N 1.06982 -6.48171 0.49529
H 0.96026 -3.96534 1.81862
H 0.15644 -4.64999 3.16779
H -0.58791 -4.78295 1.57910
H 2.23382 -6.05365 2.18220
H 0.88373 -8.20334 2.07660
H -0.40545 -7.31505 2.76512
H 1.26063 -8.62499 5.71308
H 1.40226 -9.44439 4.13156
H -0.11047 -8.63740 4.76930
H 1.38941 -5.66099 0.00095
H 1.75377 -7.16965 0.21416
C 2.02952 -0.68513 3.33459
C 3.31337 -0.87420 4.05948
C 4.32280 -1.73623 3.23509
O 3.58612 -3.03725 2.91955
C 4.14669 -3.53352 1.70087
N 3.88289 0.47058 4.30074
H 1.54496 -1.61060 3.02343
H 2.28092 -0.24400 2.37007
H 1.27080 -0.11353 3.86911
H 2.97681 -1.30498 5.00249
H 5.20049 -1.93111 3.85135
H 4.67539 -1.11405 2.41249
H 3.87593 -2.75244 0.99045
H 3.66985 -4.43519 1.31654
H 5.21093 -3.74201 1.81048
H 3.39165 1.05763 4.95965
H 3.94834 1.10777 3.51984
C -6.63872 -3.92843 3.57342
C -5.28214 -3.24704 3.89201
C -4.12423 -4.06746 3.34898
O -3.91067 -5.24210 4.07661
C -2.54678 -5.66890 3.84784
N -5.43935 -1.96013 3.22237
H -6.73067 -4.18365 2.51772
H -7.46620 -3.30891 3.91921
H -6.72923 -4.82931 4.18032
H -5.09030 -2.96058 4.92605
H -3.28692 -3.42728 3.62679
H -4.13163 -4.22689 2.27073
H -1.88326 -5.01119 4.40931
H -2.25284 -5.59432 2.80087
H -2.52645 -6.74237 4.03586
H -5.32210 -2.14117 2.23567
H -4.65870 -1.33923 3.38100
C 7.22501 1.15600 -1.19648
C 6.20968 2.19650 -0.76328
C 6.40058 3.66072 -1.27211
O 5.42826 4.53107 -0.67024
C 5.50579 5.77258 -1.30128
N 4.89348 1.75251 -1.27938
H 8.17383 1.35561 -0.69850
H 7.48033 1.10401 -2.25488
H 6.93345 0.13321 -0.95774
H 6.23495 2.15772 0.32573
H 6.40066 3.69941 -2.36143
H 7.33466 4.12804 -0.96032
H 6.44009 6.27242 -1.04563
H 4.66953 6.41315 -1.02121
H 5.55385 5.72831 -2.38932
H 4.11013 2.38746 -1.22202
H 4.59189 1.04305 -0.62683
O 2.89422 -4.37151 -1.12358
H 3.49399 -3.74413 -1.52717
H 3.14106 -5.21607 -1.50044
O 2.40810 2.95701 -0.59014
H 2.17459 3.56764 -1.28930
H 1.84139 2.19917 -0.73417
O -4.81231 0.46690 0.67380
H -4.80114 -0.47960 0.81611
H -5.67905 0.74403 0.97078
O -2.63849 -3.72515 -0.31587
H -1.76523 -3.40580 -0.54317
H -2.52895 -4.67043 -0.21250
O 0.10289 -3.34047 -1.05776
H 0.09953 -2.77394 -0.28622
H 1.02812 -3.53248 -1.21047
O 4.69087 0.01995 -3.68543
H 5.34791 0.36209 -4.29163
H 4.90528 0.42540 -2.84526
O 2.90254 3.85400 -3.28474
H 3.48989 3.23833 -2.84633
H 2.36387 3.30648 -3.85595
O 4.33142 -2.61722 -2.78913
H 4.75476 -3.28805 -3.32485
H 4.31051 -1.84100 -3.34884
O -5.01685 -2.51932 0.36101
H -4.25316 -2.95297 -0.01972
H -5.76495 -2.91233 -0.08857
```

Calculated values
E_LUMO (eV): -0.0554
Energy relative to the best compared isomer or geometry (same formula, charge and spin) (kcal per mole): 46.7
Electronic energy (eV): -105215.6603
Maximum force (eV Å⁻¹): 3.63
M (u): 1142.7


# 5
Entry from OMol25: a single C4H9N molecule in a non-equilibrium geometry (ωB97M-V/def2-TZVPD).

```
14
Properties=species:S:1:pos:R:3
C 1.70453 -0.02831 0.05089
C 0.27541 -0.07896 -0.43410
C -0.82204 -1.04207 0.06106
N -1.76051 0.08852 -0.21382
C -0.60210 1.04443 -0.00790
H 1.69123 -0.39514 1.15620
H 2.30051 -0.84571 -0.64864
H 2.23693 1.01511 -0.01770
H 0.32144 -0.10852 -1.50552
H -1.02421 -1.96612 -0.52144
H -0.67783 -1.09965 1.10678
H -2.63142 0.22038 0.42920
H -0.45333 1.20754 1.09773
H -0.55860 1.98849 -0.55273
```

Calculated values
SMILES: CC1CNC1
E_LUMO (eV): 1.1757
Energy relative to the best compared isomer or geometry (same formula, charge and spin) (kcal per mole): 40.4
Electronic energy (eV): -5782.0594
Maximum force (eV Å⁻¹): 3.17
M (u): 71.1


# 6
Entry from OMol25: 2 unconnected molecules or ions with the total composition C4H10N2O2 in a non-equilibrium geometry (ωB97M-V/def2-TZVPD).

```
18
Properties=species:S:1:pos:R:3
C 0.41096 -1.06623 1.68778
C -0.84490 -1.48302 2.43545
N -0.99067 -2.70472 2.78418
O -1.70610 -0.67635 2.75104
H 1.27809 -1.61354 2.09416
H 0.58774 0.01536 1.81236
H 0.32876 -1.28746 0.61032
H -0.31109 -3.45353 2.62933
H -1.88827 -2.91249 3.22880
C 0.10351 1.44054 -1.17083
C 0.05815 1.40786 -2.70578
N 0.89379 2.24236 -3.32154
O -0.72439 0.71296 -3.29268
H -0.20021 0.44482 -0.80627
H -0.54169 2.20011 -0.69820
H 1.14673 1.62457 -0.86352
H 1.41927 2.97597 -2.83964
H 0.98026 2.13286 -4.33498
```

Calculated values
SMILES: CC(N)=O.CC(N)=O
E_LUMO (eV): 0.7416
Energy relative to the best compared isomer or geometry (same formula, charge and spin) (kcal per mole): 18.9
Electronic energy (eV): -11386.0813
Maximum force (eV Å⁻¹): 5.19
M (u): 118.1


Look up the maximum force of the sixth one.
5.19 eV Å⁻¹


What is the formula in the first record?
C5H14NS


Among the records above, which one has the highest energy relative to the best compared isomer or geometry (same formula, charge and spin)?
C5H14NS


Number 6 is which compound?
C4H10N2O2